[1]
Below is 3 unconnected molecules or ions with the total composition C5H12N2O at a distorted geometry, with properties calculated with ωB97M-V/def2-TZVPD.

## Properties
molecular weight = 116.2 g mol⁻¹
E_HOMO (spin up / spin down) = -8.524 / -9.171 eV
electronic energy = -382.2416 hartree
ΔE to the lowest compared entry with this formula, charge and spin = 685.0 kJ/mol
frontier orbital gap (spin up / spin down) = 0.312 / 0.330 Eh

Geometry as XYZ:
```
20
Properties=species:S:1:pos:R:3:nbo_charge:R:1
C -1.4866 1.1942 -1.5207 -0.279
C -1.6534 -0.9385 1.5948 -0.211
O -0.7585 0.2933 -0.7692 -0.441
N -0.9481 -1.5701 0.7962 -0.175
H -1.3370 2.2342 -1.1829 0.163
H -2.5589 0.9801 -1.3551 0.196
H -1.2953 1.1336 -2.6018 0.162
H -1.6741 0.1562 1.6799 0.202
H -2.3183 -1.4913 2.2826 0.195
C 1.0048 1.4645 0.9943 -0.433
C 1.4894 -1.6796 -1.0030 -0.670
C 1.3343 -0.6940 0.0994 0.185
N 1.1192 0.5600 -0.1296 -0.330
H 1.5613 -1.0186 1.1180 0.161
H 0.0988 2.0622 0.8762 0.204
H 1.8561 2.1493 0.9846 0.207
H 0.9630 0.9528 1.9638 0.173
H 1.0444 -1.2888 -1.9154 0.238
H 2.5534 -1.8798 -1.1747 0.222
H 1.0056 -2.6196 -0.7374 0.234
```

=====

[2]
Below is a molecular structure, C39H62B2CrN9O3S2 at a distorted geometry, with properties calculated with ωB97M-V/def2-TZVPD.

## Properties
total charge = -1
molecular weight = 842.7 g mol⁻¹
E_HOMO (spin up / spin down) = -3.344 / -4.204 eV
expectation value of S² = 6.070
spin multiplicity = 5
electronic energy = -4132.5237 hartree
ΔE to the lowest compared entry with this formula, charge and spin = 0.0 kJ/mol
frontier orbital gap (spin up / spin down) = 0.212 / 0.243 Eh

Geometry as XYZ:
```
118
Properties=species:S:1:pos:R:3:lowdin_charge:R:1
Cr -16.1898 -10.6518 -0.9771 0.584
C -18.9276 -12.2632 -4.8584 -0.005
C -17.9459 -11.2538 -4.2779 -0.250
C -16.8923 -10.6071 -4.9181 0.012
C -16.3243 -9.6876 -3.9963 -0.225
N -16.8964 -9.9174 -2.7609 0.010
N -17.9757 -10.7842 -3.0009 0.014
B -19.0834 -11.1559 -1.9562 -0.426
N -18.5438 -12.4511 -1.2160 0.081
N -17.2595 -12.3248 -0.6099 0.003
C -16.8683 -13.5517 -0.2947 -0.277
C -17.7767 -14.5226 -0.7874 0.032
C -18.8570 -13.7613 -1.3393 -0.255
C -20.1506 -14.3487 -1.7963 -0.031
C -15.7731 -13.7990 0.7266 -0.495
C -16.2188 -13.2747 2.1018 -0.034
C -15.7151 -15.3411 0.8044 -0.088
C -14.4094 -13.2677 0.2283 -0.045
N -19.4623 -9.9623 -0.8949 0.029
N -18.6565 -8.8957 -0.4712 0.125
C -19.3705 -8.1438 0.3591 -0.271
C -20.6743 -8.7017 0.5090 0.009
C -20.6841 -9.8793 -0.2552 -0.278
C -21.7481 -10.9328 -0.3533 -0.046
C -18.9601 -6.8210 0.9700 -0.542
C -19.4900 -5.6745 0.0691 -0.056
C -17.4342 -6.8140 1.0929 -0.079
C -19.5831 -6.5864 2.3753 -0.062
C -15.4268 -8.5371 -4.3495 -0.535
C -15.9629 -7.2932 -3.6324 -0.057
C -13.9638 -8.8169 -3.9037 -0.039
C -15.5094 -8.3624 -5.8537 -0.075
H -18.7808 -12.4637 -5.9185 0.079
H -18.8374 -13.1440 -4.2525 0.059
H -19.9324 -11.8626 -4.7583 0.069
H -16.6217 -10.7396 -5.9623 0.108
H -20.0801 -11.3343 -2.6199 0.108
H -17.6771 -15.5906 -0.8061 0.095
H -20.3550 -15.2237 -1.1663 0.079
H -21.0068 -13.6762 -1.7365 0.065
H -20.0898 -14.7149 -2.8385 0.080
H -16.6079 -14.1144 2.7091 0.076
H -15.3795 -12.7718 2.6477 0.050
H -17.0252 -12.5325 2.0044 0.080
H -16.6879 -15.7645 1.1095 0.075
H -15.4358 -15.7641 -0.1915 0.092
H -14.9623 -15.7459 1.5274 0.094
H -14.3945 -12.2153 -0.1415 0.046
H -13.6778 -13.3045 1.0602 0.086
H -14.0299 -13.9161 -0.5616 0.083
H -21.4519 -8.2822 1.1299 0.091
H -22.6484 -10.6193 0.1382 0.060
H -22.0597 -11.0262 -1.3974 0.068
H -21.4315 -11.9221 0.0314 0.081
H -19.2053 -5.8267 -0.9825 0.083
H -20.5913 -5.6564 0.1627 0.074
H -19.1857 -4.6639 0.4311 0.081
H -16.9977 -7.0770 0.1122 0.031
H -17.0000 -5.8428 1.4076 0.081
H -17.0693 -7.5724 1.8297 0.097
H -20.6829 -6.5132 2.3409 0.068
H -19.2954 -7.3850 3.0703 0.074
H -19.1868 -5.6336 2.7629 0.080
H -15.6254 -7.2431 -2.5950 -0.002
H -15.7399 -6.3379 -4.1710 0.086
H -17.0882 -7.3061 -3.6594 0.101
H -13.9239 -8.8977 -2.8202 0.017
H -13.5696 -9.7308 -4.3620 0.085
H -13.3384 -7.9673 -4.2319 0.084
H -16.5482 -8.2113 -6.1668 0.091
H -15.0031 -7.4562 -6.2191 0.084
H -15.0627 -9.2105 -6.3432 0.073
S -13.6222 -10.5281 2.8083 0.496
C -14.6724 -10.3006 1.6133 -0.997
N -15.4485 -10.0846 0.7541 -0.082
C -19.8835 -11.8171 4.2995 -0.033
C -18.7899 -10.8733 4.7633 -0.462
C -18.1717 -11.0410 6.1564 -0.029
O -18.4319 -9.9581 3.9980 0.034
H -19.6199 -12.8689 4.4997 0.079
H -20.0199 -11.6209 3.2090 0.090
H -20.8260 -11.5658 4.7951 0.078
H -17.9280 -12.1040 6.3238 0.077
H -18.8558 -10.7331 6.9456 0.072
H -17.2429 -10.4209 6.1778 0.094
C -11.4499 -8.8568 -0.8359 -0.069
N -11.7129 -7.4631 -1.1569 -0.241
C -10.8225 -6.9790 -2.2020 -0.080
C -12.8732 -6.8260 -0.7988 -0.689
S -14.3179 -7.6684 -0.5227 0.775
N -12.7706 -5.4395 -0.6820 -0.229
C -13.9173 -4.5862 -0.7444 -0.102
C -11.5390 -4.8020 -0.2613 -0.081
H -10.3645 -8.9701 -0.8222 0.083
H -11.9001 -9.5186 -1.5709 0.080
H -11.8896 -9.1060 0.1379 0.076
H -10.8931 -7.6961 -3.0429 0.087
H -9.7567 -7.0036 -1.8430 0.096
H -11.1190 -5.9816 -2.5632 0.085
H -14.8301 -5.1221 -0.9934 0.048
H -13.7671 -3.8101 -1.5163 0.089
H -14.1016 -4.1057 0.2354 0.094
H -10.8044 -5.5641 0.0226 0.088
H -11.6842 -4.1425 0.6036 0.084
H -11.1173 -4.1701 -1.0785 0.089
O -15.8766 -13.3281 -3.3698 0.100
B -15.4332 -12.2463 -2.5208 -0.377
O -14.0093 -12.0881 -2.7674 0.066
C -13.6325 -13.1932 -3.5477 -0.237
C -12.3717 -13.5875 -3.8234 -0.008
C -12.2478 -14.6798 -4.6902 -0.099
C -13.3627 -15.3725 -5.1625 -0.107
C -14.6274 -15.0121 -4.7289 -0.018
C -14.7180 -13.8962 -3.9673 -0.195
H -11.5297 -13.0113 -3.4201 0.126
H -11.2566 -14.9857 -5.0267 0.093
H -13.2346 -16.2116 -5.8067 0.084
H -15.5413 -15.5230 -5.0705 0.126
```